Computed, not measured: a cluster of 2 separate species, C4H9NO2 in total at a distorted geometry, with wB97M-V/def2-TZVPD.

Positions of all 16 atoms, in Å:
C1 -1.48991 -0.61682 0.39142
C2 0.38377 -0.61143 1.28723
C3 1.47607 0.38431 -1.12583
N1 -0.88495 -0.43925 -0.93260
C4 0.12104 0.46913 -0.51598
O1 -2.16908 0.31889 0.87758
O2 -0.27340 1.66886 -0.13157
H1 -1.17186 1.51026 0.33302
H2 -1.53508 -0.04671 -1.61211
H3 -1.68555 -1.66708 0.61625
H4 1.10385 0.17426 1.50793
H5 0.89653 -1.52247 0.98558
H6 -0.16822 -0.74162 2.21509
H7 1.81011 -0.64855 -1.17227
H8 1.40211 0.76857 -2.14872
H9 2.18457 0.99963 -0.57503

- net charge = 0
- frontier orbital gap (eV) = 9.642
- energy relative to the best compared isomer or geometry (same formula, charge and spin) (kJ/mol) = 388.2
- multiplicity = 1